# 1
{
  "formula": "C4H2NO2",
  "method": "wB97M-V/def2-TZVPD",
  "species": ["C", "C", "C", "C", "N", "O", "O", "H", "H"],
  "xyz": [[0.020898, 0.999515, -0.006132], [0.231407, -0.970200, 0.013025], [-0.901589, 0.053685, -0.002813], [-2.411383, -0.029513, -0.015444], [1.162611, -0.091907, -0.018292], [-2.981527, 1.069895, -0.005144], [-2.853344, -1.180755, 0.006694], [0.158437, 2.079520, 0.281111], [0.380025, -2.076759, 0.157296]],
  "forces_ev_per_a": [[1.062, 0.544, 0.891], [0.705, -0.256, 0.250], [-1.456, -0.123, -0.341], [0.817, 0.623, 0.451], [0.675, -0.053, 0.134], [-0.535, 0.582, -0.122], [-0.560, -1.131, -0.097], [-0.374, -1.354, -0.777], [-0.334, 1.167, -0.388]],
  "total_charge": -1,
  "e_tot_ev": -9763.391,
  "lumo_ha": 0.145,
  "multiplicity": 1
}

=====

# 2
{
  "formula": "C11H10",
  "method": "wB97M-V/def2-TZVPD",
  "species": ["C", "C", "C", "C", "C", "C", "C", "C", "C", "C", "C", "H", "H", "H", "H", "H", "H", "H", "H", "H", "H"],
  "xyz": [[-2.022712, 2.047488, 0.034524], [-1.414076, 0.658468, -0.012878], [-2.252683, -0.444059, -0.016837], [-1.736845, -1.778592, -0.019490], [-0.395966, -1.999889, -0.006095], [0.510053, -0.909987, 0.007927], [1.857718, -1.146786, 0.066673], [2.755201, -0.117562, 0.026703], [2.266720, 1.242798, -0.018136], [0.916724, 1.468159, -0.027101], [-0.022648, 0.419255, -0.009230], [-1.805909, 2.502724, 0.988116], [-3.126152, 1.949219, -0.080830], [-1.591317, 2.738100, -0.726265], [-3.347805, -0.274767, 0.006792], [-2.399545, -2.590403, -0.083190], [0.031110, -2.995685, -0.039481], [2.119732, -2.218164, 0.066081], [3.825439, -0.307179, -0.132277], [2.924983, 2.066574, -0.124856], [0.600545, 2.493830, -0.030455]],
  "forces_ev_per_a": [[-0.011, -0.251, -0.692], [-1.199, -0.721, -0.050], [-0.034, 0.137, 0.118], [0.349, 1.441, -0.155], [0.078, 0.173, -0.094], [-2.540, 0.637, 0.327], [1.614, -0.687, -0.260], [0.357, 1.079, -0.596], [-0.376, -2.098, -0.142], [0.527, 0.220, 0.233], [0.918, -0.252, 0.014], [-0.042, 0.213, 0.461], [0.836, 0.322, -0.010], [-0.474, -0.574, 0.306], [0.787, -0.236, -0.092], [-0.859, -0.928, 0.057], [-0.189, -0.075, 0.070], [0.393, 0.726, 0.022], [-0.473, 0.078, 0.472], [0.665, 0.514, 0.100], [-0.327, 0.282, -0.090]],
  "smiles": "Cc1cccc2ccccc12",
  "e_tot_ev": -11569.360,
  "lumo_ha": 0.027,
  "multiplicity": 1
}

=====

# 3
{
  "formula": "C30H32Cl2N4PtS2Si2",
  "method": "wB97M-V/def2-TZVPD",
  "species": ["Pt", "C", "Si", "C", "C", "C", "C", "C", "C", "C", "Si", "C", "C", "H", "H", "H", "H", "H", "H", "H", "H", "H", "H", "H", "H", "H", "H", "H", "H", "N", "C", "C", "C", "C", "C", "C", "S", "N", "C", "C", "C", "C", "C", "C", "N", "H", "H", "H", "H", "H", "H", "H", "H", "H", "S", "C", "N", "C", "C", "C", "C", "C", "C", "H", "H", "H", "H", "H", "Cl", "C", "Cl", "H", "H"],
  "xyz": [[-0.320945, -0.078008, -0.196231], [0.854464, -1.467730, 2.822393], [-0.627656, -0.600178, 2.123140], [-0.856356, 1.046279, 2.956067], [-2.136198, -1.689824, 2.144723], [-2.797261, -1.935223, 3.350975], [-3.889547, -2.788168, 3.394957], [-4.326714, -3.411492, 2.233561], [-3.672467, -3.176371, 1.033732], [-2.577942, -2.311078, 0.969128], [-1.661191, -2.007796, -0.636595], [-2.768561, -1.367792, -2.031552], [-0.886191, -3.594586, -1.222074], [0.474206, -2.041414, 3.674058], [1.601952, -0.762377, 3.188602], [1.332155, -2.180059, 2.157343], [-0.837388, 0.877774, 4.037014], [-1.799847, 1.528736, 2.706862], [-0.035546, 1.728349, 2.724515], [-2.464124, -1.465453, 4.270447], [-4.395738, -2.971247, 4.333202], [-5.173603, -4.083462, 2.268050], [-4.025455, -3.678969, 0.139423], [-3.814877, -1.583102, -1.798480], [-2.536189, -1.898380, -2.956901], [-2.700716, -0.298817, -2.237594], [-1.541322, -4.023583, -1.984400], [-0.798895, -4.299028, -0.396743], [0.099093, -3.472345, -1.667842], [-0.060028, 4.203872, -0.740654], [1.239673, 4.779396, -0.828723], [1.357586, 6.107904, -1.189436], [2.617767, 6.688721, -1.268782], [3.745810, 5.932977, -0.999112], [3.620486, 4.595263, -0.641750], [2.365780, 4.019673, -0.547297], [2.247355, 2.339864, 0.010069], [0.597572, 1.997596, -0.262176], [-0.294310, 2.906378, -0.490445], [-1.724440, 2.455439, -0.394405], [-2.778789, 3.314607, -0.636036], [-4.083177, 2.905527, -0.393768], [-4.288683, 1.635899, 0.099621], [-3.200374, 0.800362, 0.281933], [-1.940940, 1.175407, 0.020935], [-0.828299, 4.833890, -0.881704], [0.472867, 6.692465, -1.410593], [2.709030, 7.730675, -1.540070], [4.728144, 6.378848, -1.063390], [4.503549, 4.005845, -0.429570], [-2.611049, 4.311900, -1.011804], [-4.909375, 3.577993, -0.578432], [-5.277140, 1.271305, 0.338357], [-3.339014, -0.203028, 0.648134], [2.284048, -1.188847, -3.687048], [0.931783, -0.959569, -2.695414], [1.167975, -0.846825, -1.413598], [2.540326, -0.987730, -1.141570], [3.139794, -0.991076, 0.116505], [4.504040, -1.129180, 0.195635], [5.276910, -1.259918, -0.970507], [4.695618, -1.286437, -2.218165], [3.307184, -1.157538, -2.290894], [-0.064028, -0.903351, -3.113429], [2.519103, -0.916101, 0.995847], [4.988096, -1.166235, 1.161343], [6.349782, -1.365540, -0.887173], [5.294131, -1.411722, -3.109443], [2.299572, -5.255223, -2.156937], [2.087941, -5.521300, -0.425775], [1.942993, -3.980298, 0.457608], [2.964435, -6.032262, -0.046312], [1.183140, -6.094265, -0.261364]],
  "forces_ev_per_a": [[-0.240, 0.919, -1.412], [0.066, 0.100, -0.032], [-0.083, -0.316, 0.150], [0.035, 0.021, -0.042], [0.063, 0.013, 0.071], [-0.005, 0.030, 0.020], [0.005, -0.008, -0.001], [0.019, 0.005, 0.041], [-0.020, 0.002, -0.102], [-0.068, -0.147, -0.004], [-0.141, 0.033, 0.161], [0.022, -0.025, 0.000], [0.072, 0.069, -0.071], [0.022, 0.031, 0.048], [0.012, -0.002, 0.003], [-0.070, -0.088, -0.005], [0.000, -0.004, 0.017], [-0.023, 0.002, 0.029], [0.023, 0.001, 0.003], [0.002, 0.018, 0.003], [-0.003, -0.002, 0.003], [-0.009, -0.004, -0.014], [-0.012, 0.000, -0.016], [-0.012, -0.019, -0.001], [-0.004, 0.004, -0.016], [-0.003, 0.019, 0.011], [-0.033, -0.046, 0.037], [0.018, -0.014, 0.001], [-0.002, -0.020, -0.040], [0.172, -0.093, 0.164], [-0.033, -0.038, 0.001], [0.128, -0.048, -0.041], [-0.003, -0.028, 0.015], [-0.016, 0.030, -0.008], [-0.044, 0.009, -0.058], [0.046, 0.080, 0.016], [-0.038, 0.020, -0.121], [-0.209, 0.050, 0.077], [-0.178, -0.359, 0.065], [0.235, 0.039, -0.038], [-0.005, -0.084, 0.035], [0.048, -0.002, -0.010], [-0.018, -0.048, 0.035], [0.036, 0.095, -0.097], [-0.207, 0.290, 0.359], [-0.019, -0.004, 0.054], [-0.022, 0.005, 0.006], [0.009, 0.002, -0.015], [0.004, 0.004, 0.006], [0.008, -0.012, 0.009], [0.007, 0.007, -0.006], [-0.012, 0.000, 0.006], [-0.005, -0.019, -0.004], [-0.003, -0.056, 0.008], [0.006, -0.002, 0.004], [-0.140, 0.042, -0.046], [0.749, -0.547, 0.766], [-0.195, 0.092, -0.022], [-0.164, 0.114, -0.028], [-0.001, -0.040, -0.152], [0.035, -0.054, 0.041], [-0.039, -0.017, -0.010], [0.006, -0.005, 0.033], [-0.015, -0.006, -0.001], [0.066, 0.099, 0.079], [0.007, 0.059, 0.015], [0.004, 0.002, 0.008], [0.000, -0.001, -0.014], [0.000, 0.019, -0.017], [0.067, 0.040, -0.006], [0.128, -0.213, 0.057], [-0.032, -0.012, 0.009], [0.006, 0.015, -0.017]],
  "total_charge": 2,
  "e_tot_ev": -103296.883,
  "lumo_ha": -0.240,
  "multiplicity": 1
}

=====

# 4
{
  "formula": "C3ClF3",
  "method": "wB97M-V/def2-TZVPD",
  "species": ["C", "C", "C", "F", "F", "F", "Cl"],
  "xyz": [[0.523292, -0.137636, 0.205823], [-0.583687, 0.706950, -0.255187], [-0.935983, -0.565167, -0.215816], [0.840713, -0.215098, 1.502651], [-1.094493, 1.900380, -0.388035], [-1.660038, -1.594353, -0.512712], [2.910199, -0.095077, -0.336722]],
  "forces_ev_per_a": [[-1.457, 0.361, 0.758], [-0.063, -0.146, 0.046], [3.927, -0.477, -0.731], [0.284, -0.107, -0.341], [0.518, -0.166, -0.038], [-0.189, 0.639, 0.326], [-3.020, -0.104, -0.020]],
  "e_tot_ev": -23780.043,
  "lumo_ha": [-0.075, -0.075],
  "multiplicity": 1
}

=====

# 5
{
  "formula": "C2H3N2OP",
  "method": "wB97M-V/def2-TZVPD",
  "species": ["P", "C", "N", "N", "C", "O", "H", "H", "H"],
  "xyz": [[-1.513218, 0.250197, 0.498534], [0.280673, 0.423488, 0.408348], [1.049118, 1.361435, 0.049215], [2.453723, 0.697359, -0.011372], [2.218490, -0.473160, 0.378220], [0.943998, -0.781114, 0.684750], [-1.608618, 1.100277, -0.673485], [-1.859845, 1.346813, 1.200228], [2.939669, -1.406841, 0.221861]],
  "forces_ev_per_a": [[-0.551, -0.408, -1.975], [0.837, -0.917, 0.945], [2.480, -0.834, -0.316], [-2.168, 2.061, 0.036], [1.518, -3.423, -0.887], [-0.289, 0.628, -0.322], [-0.273, -0.748, 0.310], [0.002, 1.244, 1.313], [-1.557, 2.398, 0.896]],
  "smiles": "Pc1nnco1",
  "e_tot_ev": -16436.679,
  "lumo_ha": 0.029,
  "multiplicity": 1
}

=====

# 6
{
  "formula": "C3H8NO",
  "method": "wB97M-V/def2-TZVPD",
  "species": ["O", "C", "C", "N", "C", "H", "H", "H", "H", "H", "H", "H", "H"],
  "xyz": [[-2.062043, 1.015060, -0.507552], [-1.442976, 0.068898, -1.004765], [0.202901, 0.047992, -1.129175], [0.724719, 0.380029, 0.248791], [0.350980, -0.577271, 1.363423], [-1.869110, -0.797275, -1.515013], [0.464537, 1.040393, -1.826089], [0.679381, -0.755219, -1.566259], [0.345715, 1.300365, 0.588550], [1.759653, 0.432299, 0.381937], [1.082417, -1.359246, 1.300091], [0.505549, -0.057470, 2.269995], [-0.741723, -0.738556, 1.396067]],
  "forces_ev_per_a": [[-0.033, 1.247, 0.600], [3.384, -2.262, -0.798], [-3.756, 5.184, -0.891], [0.460, 0.630, 2.072], [-0.823, 0.645, -0.644], [-0.260, 0.048, -0.071], [-0.118, -2.089, 1.880], [0.743, -2.025, -0.516], [0.154, -0.762, -1.105], [-0.652, 0.382, -0.819], [-0.495, -1.020, 0.028], [0.659, 0.738, 1.076], [0.738, -0.716, -0.812]],
  "e_tot_ev": -6773.974,
  "lumo_ha": [0.019, 0.006],
  "multiplicity": 2
}